No. 1
Density functional theory data (ωB97M-V with the def2-TZVPD basis set) for a structure of composition C17H24BF3N2O3Yb in a non-equilibrium geometry.

- Strongest force on any atom: 0.042 Eh/bohr
- Gap between HOMO and LUMO: 0.0981 Eh
- 2S+1: 1
- LUMO energy: -10.36 eV
- Net charge: +2

CARTESIAN COORDINATES (ANGSTROEM)
C 3.9032 -1.0869 0.9039
C 2.4234 -1.0151 1.2597
C 1.6656 -2.2963 0.9507
C 1.2952 -2.4542 -0.5401
C 0.2139 -1.5036 -0.8922
C -1.1176 -1.7209 -0.7906
B -1.7484 -2.9991 -0.2917
N -3.1987 -3.2342 -0.7884
O -1.2508 -3.9354 0.5724
C -2.0072 -0.5935 -1.1959
O -3.0644 -0.7893 -1.7763
C -1.5252 0.7509 -0.8206
C -2.5752 1.7044 -0.3667
C -3.4276 1.1416 0.8175
C -3.2695 1.9579 2.0568
F -4.0613 3.0332 2.2021
C -2.3947 1.6208 3.0115
F -1.3681 0.8008 2.7329
F -2.4482 2.0171 4.2768
C -0.2108 1.0049 -0.9157
C 0.4547 2.2908 -0.5517
C 1.3488 2.9313 -1.6463
C 2.7911 3.0659 -1.2004
N 3.3997 1.7580 -0.9193
C 0.6332 -0.1345 -1.4129
O 1.5451 -0.0394 -2.1958
H 4.4192 -0.2784 1.4080
H 4.3287 -2.0173 1.2623
H 4.0877 -0.9517 -0.1550
H 2.3564 -0.8565 2.3326
H 1.9983 -0.1232 0.8013
H 2.3148 -3.1276 1.2075
H 0.7656 -2.3698 1.5540
H 1.0832 -3.4768 -0.8269
H 2.1704 -2.1539 -1.1127
H -3.5271 -4.0831 -0.2983
H -3.7152 -2.4464 -0.3772
H -0.9274 -4.7124 0.0990
H -2.2007 2.6768 -0.0929
H -3.2511 1.8655 -1.2038
H -4.4723 1.2630 0.5459
H -3.1976 0.1038 1.0407
H -0.2421 3.0354 -0.1965
H 1.1199 2.0701 0.2834
H 1.2533 2.4436 -2.6074
H 1.0010 3.9518 -1.7786
H 3.3352 3.5620 -2.0029
H 2.8508 3.6485 -0.2891
H 4.3006 1.8729 -0.4761
H 3.5760 1.2980 -1.8015
Yb -5.4337 -3.4695 0.2044

Cartesian forces (eV/Å) of the 3 atoms listed first:
C -0.2291 0.3125 0.1453
C 0.2807 -0.0062 0.2925
C -0.1198 0.0238 -0.2767

How positive or negative is each atom? The natural (NBO) charges in e answer that:
1 C -0.607
2 C -0.411
3 C -0.372
4 C -0.484
5 C 0.233
6 C -0.613
7 B 1.097
8 N -1.022
9 O -0.900
10 C 0.567
11 O -0.595
12 C -0.025
13 C -0.449
14 C -0.452
15 C 0.224
16 F -0.293
17 C 0.668
18 F -0.309
19 F -0.273
20 C -0.006
21 C -0.449
22 C -0.403
23 C -0.213
24 N -0.860
25 C 0.498
26 O -0.446
27 H 0.225
28 H 0.207
29 H 0.209
30 H 0.217
31 H 0.203
32 H 0.226
33 H 0.200
34 H 0.220
35 H 0.261
36 H 0.250
37 H 0.294
38 H 0.527
39 H 0.245
40 H 0.242
41 H 0.236
42 H 0.185
43 H 0.223
44 H 0.249
45 H 0.220
46 H 0.221
47 H 0.189
48 H 0.192
49 H 0.368
50 H 0.363
51 Yb 1.921

***

No. 2
Density functional theory data (ωB97M-V with the def2-TZVPD basis set) for a cluster of 4 separate species, C13H27ClO8S2 in total.

- Strongest force on any atom: 0.010 Eh/bohr
- Gap between HOMO and LUMO: 0.3666 Eh
- 2S+1: 1
- LUMO energy: 0.53 eV

CARTESIAN COORDINATES (ANGSTROEM)
O 0.0668 -3.8750 -0.2660
S -0.9829 -2.9252 0.0079
O -0.1805 -1.5587 0.4188
O -1.6207 -3.2917 1.4472
C -0.6871 -3.6290 2.5145
C -0.8340 -2.6325 3.6570
C 0.2794 -1.5891 3.9040
C 1.6446 -1.7986 3.2584
S 2.7676 -2.8288 4.1720
O 2.8098 -2.3639 5.5209
O 3.9641 -2.9945 3.4103
Cl 1.8627 -4.6608 4.2490
H -0.7882 -1.0266 0.9674
H 0.3125 -3.7187 2.0980
H -0.9758 -4.6244 2.8481
H -1.0407 -3.1772 4.5782
H -1.7454 -2.0732 3.4408
H 0.4452 -1.4880 4.9786
H -0.0757 -0.6131 3.5708
H 1.5911 -2.1494 2.2278
H 2.2033 -0.8600 3.2547
C -0.1113 2.9484 -2.5690
C -0.5555 1.8058 -1.6939
O -0.6086 1.9008 -0.4879
C -0.9317 0.5247 -2.3983
H 0.1280 3.8106 -1.9494
H 0.7617 2.6542 -3.1506
H -0.9055 3.2133 -3.2692
H -0.0884 0.1538 -2.9824
H -1.7700 0.7057 -3.0734
H -1.2089 -0.2170 -1.6550
C -4.3767 -0.4976 1.9017
C -3.2575 0.4904 2.1112
O -2.0992 0.1369 2.1299
C -3.6355 1.9361 2.2914
H -3.9682 -1.4993 1.7829
H -5.0542 -0.4791 2.7570
H -4.9475 -0.2303 1.0109
H -4.2859 2.0472 3.1608
H -4.1778 2.2876 1.4125
H -2.7387 2.5355 2.4250
C 3.7147 3.7043 -4.7641
C 2.9321 2.7236 -5.6033
O 1.8809 2.2609 -5.2241
C 3.5251 2.3477 -6.9386
H 3.1893 3.8952 -3.8315
H 4.7050 3.3017 -4.5457
H 3.8415 4.6422 -5.3072
H 4.5087 1.8973 -6.7962
H 3.6455 3.2379 -7.5581
H 2.8725 1.6401 -7.4435

Cartesian forces (eV/Å) of the 3 atoms listed first:
O 0.2071 0.1238 -0.1349
S -0.2420 -0.0632 0.0385
O -0.0996 -0.3616 0.2588

How positive or negative is each atom? The natural (NBO) charges in e answer that:
1 O -0.938
2 S 1.755
3 O -0.921
4 O -0.735
5 C -0.102
6 C -0.449
7 C -0.427
8 C -0.668
9 S 2.120
10 O -0.906
11 O -0.893
12 Cl -0.245
13 H 0.520
14 H 0.211
15 H 0.204
16 H 0.219
17 H 0.239
18 H 0.237
19 H 0.240
20 H 0.269
21 H 0.266
22 C -0.733
23 C 0.603
24 O -0.559
25 C -0.722
26 H 0.226
27 H 0.258
28 H 0.227
29 H 0.239
30 H 0.225
31 H 0.227
32 C -0.728
33 C 0.626
34 O -0.592
35 C -0.722
36 H 0.241
37 H 0.234
38 H 0.236
39 H 0.231
40 H 0.236
41 H 0.245
42 C -0.722
43 C 0.603
44 O -0.553
45 C -0.721
46 H 0.234
47 H 0.233
48 H 0.231
49 H 0.232
50 H 0.230
51 H 0.237

***

No. 3
Density functional theory data (ωB97M-V with the def2-TZVPD basis set) for a structure of composition C15H17N2O12PReS.

- Strongest force on any atom: 0.017 Eh/bohr
- Gap between HOMO and LUMO (spin up / spin down): 0.1731 / 0.1851 Eh
- 2S+1: 2
- LUMO energy (spin up / spin down): -3.26 / -2.92 eV

CARTESIAN COORDINATES (ANGSTROEM)
Re -0.4984 0.0485 0.2161
O -4.5999 -0.6548 1.9227
C -3.3884 -0.1456 2.1217
O -2.5525 -0.5976 2.8542
C -3.2128 1.1130 1.3085
O -1.8103 1.4404 1.3031
C -1.5549 2.7701 0.8017
C -1.2068 2.7110 -0.6817
O -1.2323 3.6770 -1.3807
O -0.8357 1.4911 -1.0704
H -4.6823 -1.4638 2.4544
H -3.5856 0.9633 0.2970
H -3.7524 1.9258 1.7943
H -2.4027 3.4235 0.9866
H -0.6840 3.1494 1.3322
O 0.3616 -3.9065 -5.3844
C 1.3014 -3.6359 -4.6255
O 2.4929 -3.9813 -4.5736
C 0.8984 -2.7019 -3.4679
C 1.8349 -1.8386 -2.9041
C 1.4717 -1.0160 -1.8691
N 0.2289 -1.0350 -1.3439
C -0.6972 -1.8664 -1.8994
C -0.4013 -2.6859 -2.9546
C -2.0733 -1.7985 -1.2999
O -2.9789 -2.4891 -1.6619
O -2.1766 -0.8835 -0.3274
H 2.8497 -1.8528 -3.2796
H 2.1687 -0.3246 -1.4152
H -1.1694 -3.3066 -3.3964
S 0.7597 -3.0751 3.4484
C 0.3192 -2.0405 2.3695
N -0.0187 -1.2406 1.5346
C 1.9890 2.9446 -0.9796
O 1.6130 2.7017 0.4012
P 1.4877 1.2267 0.9702
O 1.6240 1.4297 2.5360
C 0.5486 1.3881 3.4928
O 2.9183 0.6370 0.6014
C 3.3016 -0.6838 1.0380
H 1.7834 3.9918 -1.1695
H 1.3907 2.3332 -1.6553
H 3.0478 2.7349 -1.1055
H 0.9947 1.0962 4.4381
H -0.2170 0.6681 3.2116
H 0.1110 2.3801 3.5944
H 4.3159 -0.8405 0.6878
H 2.6472 -1.4393 0.6032
H 3.2714 -0.7410 2.1257

Cartesian forces (eV/Å) of the 3 atoms listed first:
Re -0.8699 0.0482 -0.1667
O -0.0502 -0.0471 0.1137
C 0.0185 -0.1335 -0.0522

How positive or negative is each atom? The natural (NBO) charges in e answer that:
1 Re 1.293
2 O -0.654
3 C 0.785
4 O -0.583
5 C -0.186
6 O -0.513
7 C -0.196
8 C 0.767
9 O -0.531
10 O -0.686
11 H 0.511
12 H 0.247
13 H 0.223
14 H 0.229
15 H 0.239
16 O -0.703
17 C 0.719
18 O -0.716
19 C 0.037
20 C -0.218
21 C 0.043
22 N -0.473
23 C 0.060
24 C -0.177
25 C 0.762
26 O -0.524
27 O -0.749
28 H 0.263
29 H 0.210
30 H 0.280
31 S 0.139
32 C 0.216
33 N -0.658
34 C -0.262
35 O -0.832
36 P 1.960
37 O -0.817
38 C -0.253
39 O -0.823
40 C -0.262
41 H 0.217
42 H 0.202
43 H 0.202
44 H 0.210
45 H 0.207
46 H 0.184
47 H 0.217
48 H 0.192
49 H 0.199

***

No. 4
Density functional theory data (ωB97M-V with the def2-TZVPD basis set) for a structure of composition C41H37NPRbS2 in a non-equilibrium geometry.

- Strongest force on any atom: 0.070 Eh/bohr
- Gap between HOMO and LUMO: 0.1496 Eh
- 2S+1: 1
- LUMO energy: 3.82 eV
- Net charge: -2

CARTESIAN COORDINATES (ANGSTROEM)
Rb 0.5218 1.3786 1.4707
C 2.4484 -4.8736 1.1496
C 3.7667 -4.2060 1.5019
C 4.7820 -5.0217 2.3825
C 3.5527 -2.8260 2.1835
C 2.2849 -2.4652 2.6833
C 2.1024 -1.2604 3.3566
C 3.1746 -0.3919 3.5266
C 3.0451 0.8875 4.3590
C 4.3979 -0.7084 2.9475
C 4.6135 -1.8897 2.2891
H 2.6086 -5.7635 0.4819
H 1.7803 -4.2345 0.5550
H 1.9205 -5.3517 1.9840
H 4.2510 -3.9679 0.5346
H 4.4161 -4.8858 3.3989
H 5.7717 -4.5296 2.2704
H 4.9068 -6.1025 2.1768
H 1.3992 -3.0273 2.3963
H 1.1424 -1.0489 3.8173
H 2.4865 0.6760 5.2544
H 2.5676 1.7470 3.8231
H 4.0380 1.2303 4.6332
H 5.2287 -0.0084 2.9996
H 5.5783 -2.1600 1.8230
S 2.1417 4.9513 3.6352
C 1.6667 5.0624 1.9995
N 1.1276 4.0642 1.2813
C 0.8722 4.4547 -0.0262
C 0.3148 3.6719 -1.0675
C -0.2238 4.3720 -2.1517
C -0.0764 5.7598 -2.3198
C 0.6417 6.4802 -1.3691
C 1.1058 5.8731 -0.2297
S 1.7651 6.6018 1.1387
H 0.1649 2.5950 -1.0270
H -0.6796 3.7593 -2.9846
H -0.5282 6.1650 -3.1951
H 0.7956 7.5489 -1.5241
C -4.7027 1.4358 -3.5401
C -3.9862 2.1256 -2.5672
C -2.8119 1.5688 -2.0387
C -2.2903 0.4027 -2.5525
C -3.0503 -0.3193 -3.4644
C -4.2255 0.2155 -3.9578
P -0.6538 -0.1536 -1.9677
C 0.0418 -1.1310 -3.3367
C -0.0774 -0.7801 -4.7063
C 0.2432 -1.6482 -5.6998
C 0.8882 -2.8734 -5.4272
C 1.2268 -3.1355 -4.1071
C 0.7562 -2.3290 -3.0399
C -1.1260 -1.4923 -0.8088
C -1.7630 -2.7017 -1.1267
C -1.9587 -3.6325 -0.1236
C -1.4255 -3.4290 1.1468
C -0.8542 -2.1696 1.4255
C -0.6041 -1.2737 0.4533
H -5.7041 1.7740 -3.8779
H -4.3172 3.0729 -2.1427
H -2.3689 1.9956 -1.1603
H -2.7388 -1.3494 -3.7115
H -4.7235 -0.3431 -4.7167
H -0.4470 0.2394 -4.9849
H 0.1154 -1.4650 -6.7890
H 1.2430 -3.5653 -6.2296
H 1.9305 -3.9173 -3.7840
H 0.9554 -2.5536 -2.0206
H -2.1827 -2.8723 -2.1493
H -2.4451 -4.5394 -0.3692
H -1.4581 -4.1912 1.9348
H -0.5579 -2.0658 2.4615
C -5.0447 2.9036 2.6370
C -4.0502 3.8951 2.4694
C -2.7202 3.5254 2.3012
C -2.3911 2.2113 2.2345
C -3.3385 1.2178 2.2992
C -4.6879 1.5403 2.4698
H -6.0903 3.1898 2.7525
H -4.2234 4.9787 2.5624
H -1.8940 4.2227 2.2649
H -2.9838 0.1804 2.2736
H -5.3776 0.6798 2.5552

Cartesian forces (eV/Å) of the 3 atoms listed first:
Rb -0.3173 -0.3657 0.3077
C -0.0380 -1.7624 -0.8762
C 0.5272 0.8729 -0.2324

How positive or negative is each atom? The Mulliken charges in e answer that:
1 Rb 0.981
2 C -1.604
3 C 0.908
4 C -1.337
5 C -0.030
6 C 0.364
7 C -0.736
8 C 0.841
9 C -1.207
10 C -0.785
11 C -0.848
12 H 0.413
13 H 0.258
14 H 0.346
15 H 0.301
16 H 0.347
17 H 0.310
18 H 0.371
19 H 0.184
20 H 0.415
21 H 0.337
22 H 0.121
23 H 0.388
24 H 0.326
25 H 0.301
26 S -0.481
27 C -0.092
28 N -0.077
29 C -0.049
30 C 0.272
31 C -0.189
32 C -0.847
33 C -0.145
34 C 0.591
35 S -0.346
36 H -0.617
37 H 0.263
38 H 0.397
39 H 0.307
40 C -0.477
41 C -0.686
42 C -0.387
43 C 0.186
44 C 0.085
45 C -0.660
46 P 0.075
47 C 0.163
48 C -0.400
49 C -0.330
50 C -0.496
51 C -0.358
52 C -0.836
53 C -0.400
54 C 0.277
55 C -0.835
56 C -0.572
57 C -0.981
58 C 0.351
59 H 0.294
60 H 0.438
61 H 0.693
62 H 0.180
63 H 0.399
64 H 0.296
65 H 0.293
66 H 0.288
67 H 0.327
68 H 0.664
69 H 0.044
70 H 0.415
71 H 0.361
72 H 0.563
73 C -0.533
74 C -0.370
75 C -0.472
76 C -0.065
77 C -0.292
78 C -0.400
79 H 0.270
80 H 0.286
81 H 0.291
82 H 0.071
83 H 0.288